The following is a quantum chemistry calculation of a molecular structure, C47H47N5P2STi, from the OMol25 dataset.

Cartesian coordinates (Å):
Ti 1.50209 -0.92545 -0.63913
C 4.97495 -1.47042 -0.30951
C 4.11318 -2.64534 0.04023
C 4.66434 -3.76770 0.65248
C 3.86100 -4.84344 0.94981
C 2.51976 -4.81693 0.58357
C 2.02880 -3.69716 -0.03729
N 2.80686 -2.59934 -0.25830
C 0.71198 -3.65194 -0.75000
C -0.10756 -4.71810 -1.04972
C -1.04215 -4.55655 -2.07270
C -1.04538 -3.41067 -2.85318
C -0.19793 -2.38051 -2.49169
N 0.52482 -2.47375 -1.37138
C 0.16841 -1.17630 -3.29210
C -0.16088 -1.04439 -4.61983
C 0.28134 0.07830 -5.29570
C 1.02385 1.03254 -4.62390
C 1.37782 0.81811 -3.30426
C 2.23740 1.78371 -2.54347
N 0.99106 -0.30664 -2.65993
H 4.55143 -0.88182 -1.12277
H 5.11596 -0.81769 0.55307
H 5.95631 -1.81496 -0.63295
H 5.72341 -3.78173 0.87543
H 4.27594 -5.71894 1.43400
H 1.88120 -5.67232 0.75721
H 0.00140 -5.67111 -0.55006
H -1.71048 -5.37226 -2.31579
H -1.67713 -3.32992 -3.72726
H -0.75515 -1.80307 -5.11079
H 0.04620 0.21280 -6.34431
H 1.35717 1.93244 -5.12334
H 3.23099 1.36261 -2.36195
H 2.37747 2.70508 -3.10538
H 1.79473 2.04578 -1.57912
C -0.66151 -0.07643 1.83425
C -0.74469 0.79108 0.56675
P 0.00456 2.50401 0.59342
C -0.50324 3.12840 2.22887
C 0.44178 3.82971 2.97341
C 0.10822 4.36773 4.21368
C -1.17161 4.20305 4.71927
C -2.12997 3.51563 3.97718
C -1.79573 2.99183 2.73861
C -1.08236 3.41295 -0.56310
C -0.46940 4.47253 -1.23261
C -1.20113 5.31357 -2.06284
C -2.55946 5.09802 -2.23983
C -3.18257 4.04241 -1.58472
C -2.45034 3.21059 -0.75215
P 0.95562 -0.91989 1.95798
C 2.22461 0.40156 2.15928
C 2.60464 0.95762 3.38002
C 3.61690 1.90744 3.44273
C 4.27251 2.32290 2.28907
C 3.92212 1.77798 1.06309
C 2.91963 0.82753 1.02663
C 1.00312 -1.76788 3.54220
C 0.31920 -1.26575 4.64789
C 0.44847 -1.88260 5.88335
C 1.26170 -3.00014 6.02320
C 1.94321 -3.50737 4.92442
C 1.81101 -2.89314 3.68681
H -1.38446 -0.89257 1.75693
H -0.90501 0.50280 2.72101
H -1.77123 0.83862 0.21543
H -0.23627 0.27342 -0.27389
H 1.44531 3.95929 2.58149
H 0.84732 4.92034 4.78000
H -1.43161 4.61934 5.68434
H -3.13650 3.40535 4.36041
H -2.56065 2.48843 2.15446
H 0.59284 4.64803 -1.09535
H -0.70986 6.13551 -2.56778
H -3.13310 5.75211 -2.88421
H -4.24374 3.87228 -1.71866
H -2.96659 2.40046 -0.25536
H 2.11154 0.65135 4.29557
H 3.89715 2.32604 4.40100
H 5.06066 3.06280 2.34637
H 4.42393 2.09092 0.15647
H 2.71644 0.42958 0.04056
H -0.31696 -0.39422 4.55760
H -0.08444 -1.48790 6.73841
H 1.36214 -3.47431 6.99082
H 2.57358 -4.38068 5.03220
H 2.34798 -3.28605 2.83183
C -5.56902 -0.40889 -1.23604
N -5.17845 -0.65881 -2.60947
C -6.16404 -1.09864 -3.59867
C -5.35377 -1.15425 -4.90720
N -4.01407 -0.77753 -4.44915
C -3.97092 -0.43237 -3.13775
S -2.59738 0.17545 -2.35677
H -6.53166 0.10318 -1.22699
H -4.81962 0.22028 -0.76381
H -5.66153 -1.34175 -0.67673
H -6.98437 -0.38269 -3.64224
H -6.57630 -2.06925 -3.32547
H -5.73132 -0.45611 -5.65144
H -5.34890 -2.15055 -5.34161
H -3.30566 -0.41524 -5.06313

Charge: +2
E_HOMO (alpha / beta): -0.4512 / -0.4576 hartree
2S+1: 3
Lowest unoccupied orbital energy (alpha / beta): -5.4294 / -5.8536 eV
Gap between HOMO and LUMO (alpha / beta): 6.85 / 6.60 eV
M: 823.81 g mol⁻¹

Results of the Löwdin charge analysis, in e, for atoms 1 through 99: Ti 0.7820; C -0.0035; C -0.2725; C 0.0092; C -0.0141; C -0.0002; C -0.2048; N 0.0381; C -0.1745; C 0.0294; C 0.0004; C 0.0244; C -0.1915; N -0.0013; C -0.2499; C -0.0189; C -0.0076; C 0.0128; C -0.2729; C -0.0152; N 0.0523; H 0.0765; H 0.0903; H 0.1007; H 0.1328; H 0.1300; H 0.1264; H 0.1244; H 0.1263; H 0.1228; H 0.1217; H 0.1278; H 0.1293; H 0.0867; H 0.0962; H 0.0367; C -0.3525; C -0.4085; P 1.0721; C -0.3805; C -0.1045; C -0.0700; C -0.0677; C -0.0662; C -0.0987; C -0.3734; C -0.1166; C -0.0747; C -0.0688; C -0.0730; C -0.1343; P 1.0492; C -0.3353; C -0.0540; C -0.0503; C -0.0489; C -0.0689; C -0.2013; C -0.3713; C -0.0906; C -0.0538; C -0.0533; C -0.0587; C -0.0847; H 0.0985; H 0.0621; H 0.0183; H 0.0013; H 0.0929; H 0.1092; H 0.1111; H 0.1098; H 0.1045; H 0.0937; H 0.1082; H 0.1102; H 0.1089; H 0.0679; H 0.1097; H 0.1189; H 0.1184; H 0.1187; H 0.0173; H 0.1047; H 0.1160; H 0.1159; H 0.1118; H 0.0783; C -0.0362; N -0.1578; C -0.0947; C -0.1132; N 0.0108; C -0.7874; S 0.7056; H 0.0973; H 0.0512; H 0.0960; H 0.1267

---

The following is a quantum chemistry calculation of a molecular structure, C47H47NP2Ti, from the OMol25 dataset.

Cartesian coordinates (Å):
Ti -1.17431 -1.90708 0.89863
C 0.48394 -4.29816 0.46192
C 1.36288 -3.33195 0.08170
C 1.53401 -2.90213 -1.34175
C 0.39818 -1.97719 -1.89457
C -1.03073 -2.36782 -1.48150
C -1.56506 -3.61275 -1.83473
C -0.79434 -4.86565 -1.79145
C -0.21972 -5.33112 -0.39086
C -1.82458 -0.21413 1.53724
H 0.50068 -4.57248 1.52198
H 2.05363 -2.90753 0.82192
H 1.66268 -3.82576 -1.94725
H 2.46609 -2.30232 -1.43250
H 0.60015 -0.93814 -1.58732
H 0.45787 -1.98613 -3.00461
H -1.70120 -1.46933 -1.41851
H -2.60335 -3.67070 -2.17638
H 0.01883 -4.82317 -2.53728
H -1.47711 -5.67947 -2.11112
H -1.05288 -5.79843 0.17107
H 0.51980 -6.14634 -0.54812
H -2.77171 -0.61045 1.98613
H -2.01673 0.42749 0.66524
H -1.11864 0.21092 2.28239
P 2.22748 3.28145 0.41256
P 0.00383 3.65832 -1.35318
C 2.64105 3.12631 -1.33953
C 1.57226 3.33544 -2.16743
C 3.61141 4.47479 0.79696
C 4.74280 4.77832 0.01345
C 5.77859 5.56337 0.55088
C 5.66574 6.11440 1.83709
C 4.47124 5.92542 2.55263
C 3.44737 5.13492 2.02893
C 2.76326 1.64186 1.04327
C 1.77507 0.63735 1.17796
C 2.07490 -0.52105 1.89864
C 3.42460 -0.79074 2.19458
C 4.40492 0.21191 2.07903
C 4.07296 1.43662 1.48081
C -0.07833 5.48407 -1.90651
C 0.89206 6.38268 -1.42840
C 0.93489 7.69991 -1.89926
C 0.00029 8.14473 -2.84668
C -0.95147 7.24559 -3.33765
C -0.98897 5.92851 -2.86825
C -1.19536 2.93692 -2.54179
C -2.55170 3.01076 -2.15229
C -3.54855 2.46664 -2.96473
C -3.20013 1.83045 -4.16636
C -1.86113 1.79298 -4.56903
C -0.85619 2.33118 -3.75640
H 3.68133 2.88641 -1.62295
H 1.65051 3.39662 -3.25384
H 4.85093 4.39923 -1.00446
H 6.69088 5.72559 -0.03277
H 6.49732 6.68384 2.27699
H 4.34904 6.37829 3.53964
H 2.51620 4.98802 2.58002
H 0.79177 0.80982 0.72710
H 1.27410 -1.20431 2.27162
H 3.72020 -1.78719 2.53069
H 5.41365 0.05377 2.46632
H 4.82064 2.22669 1.35386
H 1.64087 6.05389 -0.71072
H 1.69477 8.38856 -1.53365
H 0.02085 9.17935 -3.19674
H -1.66776 7.57197 -4.09009
H -1.72881 5.24768 -3.28986
H -2.81493 3.48803 -1.21103
H -4.59040 2.53091 -2.65349
H -3.97566 1.36406 -4.77629
H -1.59256 1.32720 -5.52216
H 0.18759 2.26690 -4.06557
C -5.28436 -6.02191 0.10547
C -4.89636 -4.88015 -0.60795
C -4.14142 -3.87033 0.01003
C -3.50687 -4.14340 1.23626
C -4.01816 -5.21921 2.01149
C -4.79995 -6.21024 1.40833
N -2.34868 -3.46108 1.65748
C -1.71671 -3.95083 2.85315
C -1.57387 -3.08275 3.95250
C -1.03374 -3.56864 5.15519
C -0.62898 -4.90014 5.27852
C -0.90888 -5.81408 4.23898
C -1.34248 -5.31642 3.00671
H -5.99278 -6.73501 -0.33059
H -5.22537 -4.77972 -1.64634
H -4.01451 -2.88613 -0.44611
H -3.72936 -5.32260 3.05940
H -5.02642 -7.11808 1.97517
H -1.91707 -2.04218 3.86272
H -0.97591 -2.90878 6.03274
H -0.11386 -5.23660 6.18888
H -0.82710 -6.90815 4.39018
H -1.38899 -5.96217 2.12560

Charge: 0
E_HOMO (alpha / beta): -0.2104 / -0.2485 hartree
2S+1: 3
Lowest unoccupied orbital energy (alpha / beta): 0.3223 / 0.3597 eV
Gap between HOMO and LUMO (alpha / beta): 6.05 / 7.12 eV
M: 735.71 g mol⁻¹

Charge distribution, Löwdin scheme, values in e: Ti 0.8250; C -0.1301; C -0.1224; C -0.1852; C -0.1810; C -0.2307; C -0.1028; C -0.1802; C -0.1384; C -0.3109; H 0.0932; H 0.0852; H 0.1090; H 0.1162; H 0.0979; H 0.1197; H 0.1019; H 0.0966; H 0.1050; H 0.1167; H 0.0942; H 0.1290; H 0.0082; H -0.0135; H -0.0029; P 0.9710; P 0.9775; C -0.3250; C -0.3423; C -0.3881; C -0.0954; C -0.0858; C -0.0873; C -0.0876; C -0.1175; C -0.3659; C -0.0996; C -0.1098; C -0.0884; C -0.0745; C -0.0875; C -0.3231; C -0.0990; C -0.0855; C -0.0939; C -0.0873; C -0.0933; C -0.4166; C -0.1249; C -0.0848; C -0.0903; C -0.0872; C -0.0957; H 0.0762; H 0.0711; H 0.0870; H 0.1031; H 0.1052; H 0.1030; H 0.0979; H 0.0844; H 0.0944; H 0.1035; H 0.1039; H 0.1019; H 0.0813; H 0.1008; H 0.1005; H 0.1010; H 0.0931; H 0.1032; H 0.1030; H 0.1012; H 0.1032; H 0.0844; C -0.1300; C -0.1094; C -0.0673; C -0.2797; C -0.0505; C -0.0973; N -0.0804; C -0.3285; C -0.0344; C -0.0925; C -0.1036; C -0.0750; C -0.0844; H 0.0921; H 0.0983; H 0.0997; H 0.1074; H 0.0993; H 0.1032; H 0.1047; H 0.0997; H 0.1113; H 0.1022